Computed, not measured: a structure of composition C21H15AsO3Sr, with ωB97M-V with the def2-TZVPD basis set.

As for the energy above the lowest of the compared OMol25 structures with the same formula, charge and spin: 0.0000 eV. The calculation puts the energy at -89821.0859 eV. The total charge is +2. The HOMO energy comes out at -14.243 eV. For the orbital gap, the calculation gives 6.57 eV.

Structure (XYZ):
```
41
Properties=species:S:1:pos:R:3:forces:R:3
O 3.22205 -1.20781 -0.50340 -2.3 1.4 0.4
C 2.26076 -0.61771 -0.32256 2.3 -1.4 -0.4
Sr -2.22009 1.04690 1.33336 0.1 1.1 -0.6
C -0.72758 0.76926 -0.81475 2.0 0.0 -5.1
C -0.02876 2.85059 1.36712 2.8 3.4 -0.2
O -0.28606 0.78729 -1.88016 -1.7 -0.1 4.2
O 0.73402 3.70457 1.27264 -2.7 -3.1 0.4
C -0.37615 -5.98643 4.20732 -0.2 0.1 -0.2
C 0.07918 -5.97862 2.87769 0.0 0.1 0.2
C -0.13977 -4.85187 2.07922 -0.1 0.3 0.3
C -0.84495 -3.75232 2.60030 0.3 -0.2 -0.1
C -1.31987 -3.78333 3.91789 0.3 0.2 -0.3
C -1.07826 -4.89502 4.73091 0.1 0.1 -0.4
As -1.18338 -2.23259 1.35276 -1.2 -1.3 0.8
C -2.67997 -3.07904 0.34737 0.0 0.8 0.0
C -2.79734 -2.85577 -1.03436 0.2 0.0 0.1
C -3.80857 -3.48627 -1.76683 -0.2 -0.2 0.3
C -4.74740 -4.29240 -1.10210 0.2 0.4 0.1
C -4.69207 -4.43306 0.29263 0.3 0.2 0.0
C -3.65370 -3.81889 1.01647 -0.4 -0.6 -0.2
C -2.27831 -1.14984 2.68222 0.2 -0.7 -0.6
C -3.64045 -0.86860 2.43858 0.2 0.2 0.8
C -4.23309 0.22574 3.10038 -0.4 -0.5 0.1
C -3.48045 0.99705 3.99004 -0.4 0.3 0.1
C -2.12011 0.74084 4.18994 0.5 -0.3 0.5
C -1.51516 -0.36737 3.58063 -0.9 -0.1 0.1
H -0.21283 -6.85849 4.83423 0.1 0.1 -0.1
H 0.62199 -6.84427 2.46898 -0.3 0.5 0.3
H 0.24006 -4.80715 1.06088 0.0 -0.2 0.1
H -1.84188 -2.91569 4.31585 0.0 -0.3 0.1
H -1.44612 -4.88490 5.76191 0.2 -0.1 -0.4
H -2.07124 -2.20392 -1.53778 -0.2 -0.4 0.1
H -3.86155 -3.36679 -2.85240 0.0 0.0 0.4
H -5.55166 -4.76712 -1.66882 0.3 0.1 0.2
H -5.44800 -5.02312 0.82433 0.4 0.3 -0.3
H -3.59980 -3.94392 2.10258 0.0 -0.1 -0.4
H -4.22170 -1.46992 1.73784 0.2 0.1 0.1
H -5.28344 0.47273 2.90292 0.4 -0.2 0.3
H -3.97882 1.77076 4.58253 0.3 -0.1 -0.4
H -1.52690 1.39078 4.84277 -0.3 -0.3 -0.1
H -0.49471 -0.67500 3.82150 -0.1 0.4 -0.2
```
Forces are in eV/Å.

Atom charges from the Mulliken analysis, given in e for atoms 1 to 6: atom 1 (O): -0.16, atom 2 (C): 0.14, atom 3 (Sr): 2.07, atom 4 (C): -0.04, atom 5 (C): -0.09, atom 6 (O): 0.01



Computed, not measured: a structure of composition C6H11NO, with ωB97M-V with the def2-TZVPD basis set.

As for the energy above the lowest of the compared OMol25 structures with the same formula, charge and spin: 6.7462 eV. The calculation puts the energy at -9923.4821 eV. The total charge is +1. As for the expectation value of S²: 0.759. The HOMO energy (spin up / spin down) comes out at -13.400 / -13.478 eV. For the orbital gap (spin up / spin down), the calculation gives 7.11 / 6.41 eV. Its spin multiplicity is 2.

Structure (XYZ):
```
19
Properties=species:S:1:pos:R:3:forces:R:3
O -2.93800 -0.34972 1.48421 0.6 -0.8 0.2
C -2.88979 0.64724 0.83662 -2.9 0.7 -2.5
C -1.65493 1.17600 0.10490 -0.5 -1.3 2.2
C -0.98768 0.02786 -0.64430 0.0 0.3 -1.0
C 0.45404 0.22983 -0.95998 -0.3 0.7 1.4
C 1.29562 0.43354 0.17323 0.4 -0.7 2.1
N 2.54802 -0.23141 0.49188 -3.6 0.7 -0.8
C 2.36217 -1.65833 0.10547 0.7 -0.4 -1.5
H -3.78025 1.28505 0.69757 0.0 0.2 0.5
H -1.58264 1.23414 1.22024 3.2 1.1 0.0
H -1.58751 2.16820 -0.32861 -0.7 -0.2 -0.1
H -1.58418 -0.05956 -1.55592 0.4 -0.1 -0.2
H -1.06828 -0.94308 -0.14841 -0.2 0.2 0.4
H 0.88076 0.60133 -1.88729 -0.1 -0.8 -0.5
H 1.07886 1.20006 0.92564 -0.2 0.1 -0.3
H 2.44078 0.36893 -0.45563 3.0 0.0 -0.7
H 3.28099 -2.18671 0.22388 0.8 -0.1 0.2
H 2.11806 -1.74474 -0.95657 -0.1 -0.1 0.0
H 1.61396 -2.19864 0.67308 -0.3 0.5 0.4
```
Forces are in eV/Å.

Atom charges from the Mulliken analysis, given in e for atoms 1 to 6: atom 1 (O): -0.42, atom 2 (C): -0.24, atom 3 (C): -0.48, atom 4 (C): -0.55, atom 5 (C): -0.42, atom 6 (C): -0.13



Computed, not measured: a structure of composition C18H32BCaLiN3O24S2V, with ωB97M-V with the def2-TZVPD basis set.

The calculation puts the energy at -139446.4839 eV. The total charge is 0. The HOMO energy comes out at -5.653 eV. For the orbital gap, the calculation gives 1.04 eV.

Structure (XYZ):
```
83
Properties=species:S:1:pos:R:3:forces:R:3
O 0.64422 -4.79244 2.20127 -3.3 2.0 -0.8
S -0.35679 -3.69640 2.73439 4.3 -1.0 4.9
O 0.30058 -3.09632 4.01097 -3.3 -1.5 -3.9
O -1.83118 -4.49102 3.05215 2.3 1.9 -2.0
C -2.53688 -4.54645 1.73109 -2.0 0.3 -1.3
C -3.16716 -3.05556 1.47063 -0.9 0.0 0.1
C -2.07118 -1.88679 1.12388 -0.2 0.8 1.0
C -0.50063 -2.31501 1.43229 -1.5 0.0 -1.8
S 0.31500 -3.01119 -0.14937 0.2 0.4 0.1
H -1.84361 -4.90393 0.85884 -1.2 0.4 1.9
H -3.42671 -5.33411 1.81953 2.3 1.7 0.1
H -3.99791 -3.11121 0.61727 2.0 0.0 1.7
H -3.75425 -2.72971 2.45742 1.4 -0.8 -2.1
H -2.16372 -1.45427 0.01828 0.5 -1.2 2.4
H -2.30653 -0.97801 1.86128 0.4 -1.9 -1.6
H 0.12011 -1.35498 1.77611 -1.1 -2.6 -0.5
H -0.04521 -4.35968 -0.30414 -0.1 1.3 0.8
N 3.00212 -2.57405 -2.86062 -0.3 -0.6 -0.5
O 1.99735 -3.29398 -2.73646 -0.2 -0.1 0.1
O 3.28404 -1.74410 -1.98056 0.2 0.8 0.6
O 3.72486 -2.68427 -3.86488 0.2 0.1 -0.1
O -3.38428 -0.75255 4.21176 -0.2 2.6 -0.6
C -3.13571 0.43286 4.06614 0.5 -3.5 0.6
O -3.75726 1.24420 3.16084 0.1 -1.1 0.5
C -3.14444 2.53241 3.18834 0.7 1.7 -0.6
C -2.47816 2.62722 4.53593 0.3 0.8 0.4
C -2.08396 1.19807 4.81075 -0.1 0.6 0.6
H -2.42618 2.59521 2.36413 -0.3 0.0 0.0
H -3.90615 3.30603 3.05446 0.1 -0.2 -0.2
H -1.63606 3.32419 4.55172 -0.2 0.0 -0.2
H -3.20566 2.95835 5.28701 0.1 -0.1 -0.1
H -1.10308 0.95855 4.39083 -1.3 -0.5 0.1
H -2.11397 0.97199 5.87912 0.2 -0.4 -0.3
Ca -5.99791 1.29214 3.38872 -0.8 0.2 -1.1
C 2.19020 -2.86071 -6.82568 -1.3 -0.9 -0.7
O 1.77911 -1.64159 -6.51079 0.5 -0.4 -0.1
H 3.19957 -3.15581 -6.49206 0.6 0.4 0.6
H 1.59413 -3.70867 -6.44744 -0.2 0.2 0.9
H 2.24744 -3.11371 -7.89807 0.4 0.8 -0.6
B -4.69713 1.81109 -2.44966 0.2 -0.2 -1.7
O -6.15138 1.87894 -2.27412 -0.1 0.2 2.0
C -6.37755 2.03363 -0.96207 -4.5 -0.1 -2.6
O -7.48875 2.12668 -0.46621 1.6 -0.1 0.0
C -5.12649 2.07172 -0.25095 4.0 -0.1 0.3
O -4.98919 2.20277 0.95451 -0.3 -0.3 0.6
O -4.10831 1.94114 -1.11307 -1.6 0.3 2.3
O -4.30321 0.54488 -3.07571 0.1 0.6 0.1
C -3.66736 0.85553 -4.21409 0.7 -4.8 -1.1
O -3.20542 0.03106 -4.98619 -0.8 1.5 1.3
C -3.62030 2.28544 -4.37361 0.9 4.3 -1.9
O -3.11148 2.88794 -5.30501 -0.8 -1.1 1.5
O -4.22624 2.87989 -3.33631 0.1 -0.6 0.1
C 4.05618 1.09170 -1.57644 0.4 0.1 -0.5
N 4.19464 2.54323 -2.03860 -0.2 0.3 0.1
C 3.28376 2.74132 -3.24984 0.4 -0.1 0.5
C 5.62962 2.80919 -2.45422 -0.6 -0.2 0.1
C 3.72719 3.53526 -0.93360 0.6 -0.7 0.1
C 4.55762 3.48850 0.36131 0.2 -0.2 -0.1
O 4.50584 2.19284 0.95384 0.4 0.1 0.2
H 4.13329 0.44548 -2.45437 -0.2 0.1 0.1
H 4.87738 0.84798 -0.89634 -0.5 0.2 -0.1
H 3.08217 0.96685 -1.09955 0.3 0.0 -0.1
H 3.60126 2.05361 -4.03988 -0.1 0.1 0.2
H 3.37697 3.77650 -3.58955 0.0 -0.2 0.1
H 2.25448 2.52540 -2.94762 0.3 0.0 -0.1
H 6.29010 2.60772 -1.60882 -0.2 0.0 -0.1
H 5.71319 3.85154 -2.77100 0.0 -0.2 0.0
H 5.87914 2.13528 -3.28264 -0.1 0.2 0.3
H 2.68357 3.28062 -0.71969 0.2 0.0 -0.1
H 3.77139 4.53933 -1.37017 0.0 -0.2 0.1
H 4.15518 4.20480 1.07851 -0.2 0.2 -0.3
H 5.60507 3.75016 0.17304 -0.1 0.1 -0.2
H 5.15821 2.17346 1.67890 -0.6 0.1 -0.4
O 2.51536 -9.18206 3.66161 -0.9 5.1 -1.1
V 2.21125 -7.51726 3.19013 0.7 -5.3 0.5
O 1.90714 -5.85246 2.71865 0.3 0.2 1.1
N 1.91123 3.78006 3.23752 0.5 1.6 -1.3
O 2.84821 4.46137 2.78902 -0.4 -0.5 0.5
O 2.14191 2.85303 4.03138 -0.4 -1.9 1.0
O 0.74365 4.02596 2.89207 -0.7 -0.4 0.1
Li 0.41125 1.17011 4.21250 2.3 1.2 -0.3
O -1.37157 -7.61373 0.64881 -0.6 1.2 -0.6
H -0.80593 -8.03125 1.27248 0.8 -0.8 0.9
```
Forces are in eV/Å.

Atom charges from the Mulliken analysis, given in e for atoms 1 to 6: atom 1 (O): -0.36, atom 2 (S): 1.08, atom 3 (O): -0.68, atom 4 (O): -0.36, atom 5 (C): -0.18, atom 6 (C): -0.38



Question: Which value of energy does entry 3 give?
Answer: -139446.4839 eV



Question: Which formula does entry 2 have?
Answer: C6H11NO